145
Properties=species:S:1:pos:R:3:forces:R:3:lowdin_charge:R:1 method="wB97M-V/def2-TZVPD" gap_ev=1.5 molar_mass_g_mol=1329.0 e_homo_ev=-2.23 total_energy_ev=-139342.9724 largest_force_ev_per_a=1.507 charge=-1
C 8.440 2.143 0.065 -0.8 0.1 0.4 -0.193
C 7.051 2.588 0.534 -0.3 -0.6 -0.9 -0.443
P 6.612 4.319 -0.040 0.7 1.1 0.8 0.742
C 6.821 4.171 -1.872 -0.7 -0.5 0.3 -0.431
C 5.761 3.295 -2.519 0.3 -0.1 -0.8 -0.187
N 4.997 4.624 0.135 0.0 -0.7 -0.4 -0.353
C 4.430 4.156 1.357 -0.4 0.4 -0.3 -0.399
C 3.909 2.711 1.359 0.4 0.2 -0.1 -0.225
C 3.573 2.041 2.529 -0.1 -0.3 -0.5 -0.047
C 3.120 0.722 2.468 0.1 0.4 0.3 -0.063
C 2.994 0.046 1.262 -0.2 -0.1 -0.2 -0.312
C 2.540 -1.395 1.222 0.9 0.7 -0.1 -0.059
C 3.313 0.720 0.088 0.3 0.8 0.7 -0.062
C 3.775 2.036 0.154 -0.4 -0.6 -0.2 -0.056
H 8.636 1.153 0.471 0.4 -0.1 0.1 0.050
H 8.415 2.051 -1.015 0.4 0.1 -0.2 0.033
H 9.182 2.865 0.392 0.4 0.0 -0.1 0.051
H 6.342 1.837 0.165 -0.1 0.0 0.0 0.046
H 6.969 2.558 1.614 0.0 0.2 0.3 0.055
H 6.754 5.179 -2.265 0.1 0.3 -0.1 0.047
H 7.815 3.784 -2.066 0.3 0.1 -0.1 0.039
H 5.944 3.186 -3.591 0.0 0.0 -0.2 0.055
H 5.764 2.282 -2.125 0.0 -0.1 0.3 0.048
H 4.772 3.723 -2.406 -0.1 0.1 0.2 0.029
H 3.533 4.760 1.549 -0.1 0.1 0.3 0.089
H 5.071 4.298 2.246 0.1 -0.2 0.2 0.080
H 3.674 2.558 3.472 0.0 0.0 0.2 0.103
H 2.885 0.211 3.395 -0.1 -0.1 0.1 0.094
H 1.710 -1.529 1.906 -0.2 -0.4 0.0 0.074
H 3.409 -1.997 1.484 -0.2 -0.4 0.3 0.072
H 2.294 -1.644 0.201 -0.4 -0.2 -0.1 0.053
H 3.215 0.251 -0.876 -0.1 -0.2 -0.2 0.103
H 4.033 2.532 -0.764 0.1 0.3 0.0 0.067
C -1.440 -0.782 -1.619 0.2 0.0 0.0 0.081
C -2.724 -0.417 -1.689 0.1 -0.2 -0.1 -0.239
C -3.245 0.813 -0.995 0.2 0.3 0.3 -0.314
O -4.433 1.066 -1.135 -0.1 -0.1 -0.1 0.077
C -2.330 1.609 -0.212 -0.2 0.0 0.0 0.072
C -1.036 1.251 -0.133 0.0 0.3 0.1 -0.225
C -0.511 0.030 -0.847 -0.2 0.0 -0.1 -0.287
O 0.671 -0.199 -0.721 -0.1 -0.2 -0.2 0.110
O -0.141 1.924 0.559 0.0 -0.2 -0.1 0.139
O -3.644 -1.097 -2.367 0.0 0.0 0.0 0.105
H -1.055 -1.662 -2.115 0.0 0.0 0.0 0.133
H -2.721 2.483 0.291 0.0 0.0 0.0 0.134
H 0.729 1.477 0.455 0.1 0.1 0.0 0.116
H -4.478 -0.603 -2.245 0.0 0.1 0.0 0.113
C -7.005 3.175 -0.646 0.0 -0.1 0.2 0.079
C -6.902 4.111 -1.600 0.1 -0.2 0.1 -0.231
C -8.089 4.916 -2.059 -0.3 0.0 0.1 -0.312
O -7.905 5.756 -2.921 0.2 0.0 -0.1 0.103
C -9.379 4.643 -1.455 0.0 0.2 -0.1 0.061
C -9.482 3.707 -0.506 -0.2 0.2 -0.2 -0.252
C -8.293 2.919 -0.032 0.4 0.0 -0.1 -0.310
O -8.484 2.099 0.849 -0.2 0.0 0.0 0.105
O -10.631 3.400 0.089 0.1 -0.1 0.1 0.096
O -5.763 4.404 -2.213 0.0 0.1 0.0 0.120
H -6.157 2.590 -0.314 0.0 0.0 -0.1 0.114
H -10.230 5.212 -1.802 0.0 0.0 0.0 0.136
H -10.411 2.699 0.733 0.1 0.0 0.1 0.118
H -5.973 5.114 -2.848 0.0 0.0 0.0 0.119
C 1.316 -3.786 5.634 -0.1 -0.2 0.1 0.071
C 2.457 -3.561 4.965 -0.3 0.2 0.2 -0.227
C 3.043 -4.593 4.038 -0.1 -0.4 -0.2 -0.307
O 4.066 -4.335 3.437 0.1 0.3 0.2 0.115
C 2.349 -5.867 3.895 0.1 0.1 0.1 0.067
C 1.211 -6.082 4.564 0.2 -0.1 -0.2 -0.242
C 0.618 -5.042 5.471 0.1 0.4 0.1 -0.314
O -0.436 -5.315 6.024 -0.1 -0.2 0.0 0.091
O 0.504 -7.209 4.487 -0.1 0.0 0.0 0.099
O 3.117 -2.418 5.081 0.3 -0.2 -0.3 0.119
H 0.882 -3.052 6.294 0.0 0.1 0.0 0.109
H 2.785 -6.599 3.235 0.0 0.0 0.0 0.119
H -0.261 -7.077 5.078 0.0 0.0 0.1 0.115
H 3.897 -2.485 4.497 0.0 0.1 0.0 0.124
C 10.987 -1.694 -1.992 0.0 0.1 -0.1 0.076
C 11.400 -2.803 -1.370 0.1 0.2 -0.2 -0.242
C 10.481 -3.628 -0.510 -0.4 0.0 0.1 -0.322
O 10.948 -4.634 -0.001 0.2 0.0 0.0 0.090
C 9.115 -3.185 -0.335 0.1 -0.2 0.1 0.070
C 8.695 -2.069 -0.953 -0.1 -0.1 0.2 -0.236
C 9.607 -1.259 -1.839 0.3 0.0 0.0 -0.311
O 9.137 -0.279 -2.377 -0.1 0.0 -0.1 0.115
O 7.468 -1.597 -0.834 0.1 0.1 -0.1 0.127
O 12.641 -3.273 -1.456 0.0 -0.1 0.0 0.104
H 11.639 -1.097 -2.614 0.0 0.0 0.0 0.134
H 8.469 -3.774 0.300 0.0 0.0 0.0 0.134
H 7.426 -0.775 -1.361 0.0 0.1 0.0 0.123
H 12.653 -4.083 -0.910 0.0 0.0 0.0 0.114
C -0.480 -5.995 -1.172 0.0 0.0 -0.2 0.075
C -0.119 -6.412 0.049 -0.2 0.1 -0.1 -0.231
C 1.228 -7.028 0.315 0.3 0.0 -0.2 -0.297
O 1.461 -7.351 1.465 0.0 -0.1 0.0 0.094
C 2.150 -7.192 -0.791 0.0 -0.1 0.2 0.080
C 1.789 -6.777 -2.013 0.2 -0.1 0.1 -0.235
C 0.449 -6.139 -2.278 -0.3 0.1 0.2 -0.314
O 0.215 -5.780 -3.417 0.1 -0.1 -0.1 0.106
O 2.567 -6.887 -3.079 -0.1 0.0 -0.1 0.119
O -0.900 -6.323 1.115 0.1 0.0 0.0 0.120
H -1.444 -5.549 -1.374 0.0 0.0 0.0 0.135
H 3.109 -7.646 -0.590 0.0 0.0 0.0 0.136
H 2.064 -6.502 -3.822 0.0 0.0 0.0 0.120
H -0.387 -6.697 1.860 0.0 0.0 0.0 0.108
C -2.629 -1.967 5.547 0.2 0.0 0.0 0.082
C -3.939 -1.688 5.540 0.2 -0.2 -0.1 -0.235
C -4.499 -0.464 6.215 0.1 0.3 0.2 -0.315
O -5.701 -0.285 6.144 -0.1 -0.1 -0.1 0.105
C -3.585 0.422 6.910 -0.2 0.0 0.0 0.073
C -2.274 0.143 6.919 -0.1 0.2 0.1 -0.234
C -1.713 -1.070 6.225 -0.2 -0.3 -0.2 -0.298
O -0.509 -1.236 6.274 0.1 0.2 0.2 0.100
O -1.374 0.900 7.529 0.1 -0.1 0.0 0.122
O -4.844 -2.454 4.946 -0.1 0.1 0.0 0.118
H -2.216 -2.844 5.068 0.0 0.0 0.0 0.133
H -3.998 1.290 7.403 0.0 0.0 0.0 0.135
H -0.508 0.477 7.369 0.0 0.0 0.0 0.122
H -5.704 -2.014 5.090 0.0 0.0 0.0 0.119
C 0.269 3.820 -4.607 0.0 -0.1 0.1 0.070
C 0.225 4.727 -5.588 -0.1 -0.2 0.0 -0.243
C 1.012 6.009 -5.532 0.3 0.2 0.3 -0.328
O 0.912 6.762 -6.489 -0.1 0.0 -0.2 0.082
C 1.821 6.270 -4.367 -0.1 0.1 -0.2 0.068
C 1.873 5.365 -3.371 0.2 0.2 0.1 -0.233
C 1.100 4.068 -3.438 -0.2 -0.2 -0.2 -0.306
O 1.202 3.294 -2.508 0.0 0.1 0.1 0.115
O 2.589 5.538 -2.284 -0.3 -0.2 -0.1 0.132
O -0.507 4.583 -6.688 0.0 0.0 -0.1 0.102
H -0.293 2.897 -4.641 0.0 0.0 0.0 0.131
H 2.372 7.199 -4.330 0.0 0.0 0.0 0.134
H 2.475 4.739 -1.729 0.4 0.1 0.3 0.116
H -0.341 5.387 -7.218 0.0 0.1 0.0 0.113
C -12.610 1.203 -1.935 0.1 0.1 0.0 0.079
C -13.535 0.236 -1.984 0.1 0.2 0.1 -0.235
C -13.535 -0.816 -3.062 0.2 -0.1 -0.3 -0.316
O -14.405 -1.666 -3.016 -0.1 0.0 0.1 0.104
C -12.509 -0.757 -4.086 -0.1 -0.1 0.0 0.073
C -11.585 0.212 -4.039 0.0 -0.2 -0.1 -0.235
C -11.573 1.249 -2.948 -0.2 0.1 0.3 -0.301
O -10.687 2.083 -2.973 0.1 0.0 -0.2 0.113
O -10.616 0.338 -4.934 0.0 0.1 0.0 0.121
O -14.517 0.121 -1.100 0.0 -0.1 0.0 0.117
H -12.598 1.964 -1.166 0.0 0.0 0.0 0.128
H -12.526 -1.508 -4.863 0.0 0.0 0.0 0.135
H -10.091 1.114 -4.660 0.0 0.0 0.0 0.121
H -15.033 -0.663 -1.371 0.0 0.0 0.0 0.119